A molecular structure, C33H47N6OSbSi3Zn. Source: OMol25; level of theory: ωB97M-V/def2-TZVPD.

Element x y z (Å)
Zn  -0.03011  1.16918  -0.36118
C  0.76808  -12.37854  -0.49914
O  -0.39698  -11.57632  -0.46089
C  -0.21412  -10.24801  -0.44765
C  1.02902  -9.61521  -0.45132
C  1.06761  -8.23154  -0.46139
C  -0.09545  -7.47079  -0.44417
C  -1.34242  -8.12569  -0.43392
C  -1.38093  -9.49382  -0.45711
C  -0.07480  -6.02100  -0.47919
N  -1.15399  -5.25346  -0.50318
C  -0.67626  -3.96834  -0.54361
C  0.70609  -3.94730  -0.52934
N  1.06664  -5.27309  -0.49071
C  1.46316  -2.74977  -0.58897
C  2.87221  -2.63896  -0.58664
C  3.48125  -1.40805  -0.69022
C  2.66922  -0.26093  -0.75436
N  1.35113  -0.32985  -0.74578
C  0.74393  -1.54485  -0.68844
C  -0.71053  -1.56024  -0.70042
N  -1.33929  -0.35577  -0.79009
C  -2.66257  -0.32554  -0.78895
C  -3.44507  -1.47439  -0.68837
C  -2.81585  -2.69480  -0.59754
C  -1.41920  -2.75593  -0.62506
H  0.40344  -13.40793  -0.61317
H  1.34139  -12.28856  0.41139
H  1.40159  -12.12751  -1.35489
H  1.94521  -10.16493  -0.44601
H  2.03914  -7.74459  -0.49372
H  -2.26129  -7.54649  -0.43166
H  -2.32333  -10.02643  -0.45913
H  1.99186  -5.65204  -0.53600
H  3.47875  -3.52667  -0.50331
H  4.54346  -1.29523  -0.67452
H  3.11841  0.72184  -0.82009
H  -3.14083  0.63149  -0.88537
H  -4.51760  -1.38032  -0.67880
H  -3.38049  -3.61074  -0.52245
C  -1.49001  0.41472  4.97121
N  -0.64867  0.64395  3.79540
C  0.69588  0.87308  3.79650
C  1.06798  0.98088  2.48899
N  -0.04836  0.82868  1.68674
C  -1.05798  0.61005  2.51849
H  -0.91318  0.61723  5.85265
H  -1.86292  -0.59792  4.99734
H  -2.34366  1.08651  4.96500
H  1.26437  0.89584  4.69480
H  2.04326  1.13947  2.06904
H  -2.07918  0.43237  2.23957
C  1.55804  4.21607  -3.79370
Si  0.01855  4.78865  -2.92709
C  -1.52317  4.16479  -3.74282
C  0.01750  6.64321  -2.87755
Sb  0.03603  3.81245  -0.57068
Si  2.08751  4.76421  0.66033
C  2.20123  6.60354  0.33264
C  3.60199  3.89098  0.00067
C  2.02899  4.52586  2.51863
Si  -2.05953  4.68399  0.64017
C  -3.52298  3.81231  -0.11722
C  -1.92068  4.23326  2.46101
C  -2.18522  6.52647  0.44763
H  1.57861  4.62915  -4.80973
H  1.58587  3.12532  -3.87047
H  2.47842  4.56321  -3.29819
H  -1.52119  4.54750  -4.76599
H  -2.40607  4.54432  -3.24712
H  -1.59055  3.07502  -3.80587
H  0.14084  7.00450  -3.89975
H  0.83785  7.05730  -2.30524
H  -0.92151  7.04236  -2.49615
H  2.40714  6.84345  -0.72207
H  3.02027  7.00112  0.92814
H  1.27658  7.14095  0.60239
H  3.69103  3.93713  -1.09400
H  3.62181  2.83788  0.30917
H  4.49754  4.36783  0.41455
H  1.27178  5.15979  2.98742
H  2.99430  4.85236  2.92036
H  1.87876  3.49546  2.82909
H  -3.47023  2.72754  0.01422
H  -3.61718  4.06490  -1.18977
H  -4.45272  4.15142  0.36227
H  -1.72636  3.17327  2.62022
H  -2.84377  4.48961  3.00508
H  -1.11566  4.79387  2.94172
H  -2.38136  6.83342  -0.57504
H  -1.28100  7.02236  0.80803
H  -3.01943  6.87943  1.04438

Force components x, y, z for each atom (eV/Å):
0.04 0.32 0.11
-0.20 -0.80 -0.49
0.14 0.18 0.01
0.21 -0.13 -0.11
-0.35 0.24 0.04
0.03 0.18 0.01
-0.30 -0.18 -0.08
0.30 0.22 -0.10
-0.57 0.08 0.18
-0.48 0.26 0.06
0.28 0.43 -0.01
0.12 -0.60 0.02
-0.20 -0.23 -0.09
0.18 0.21 0.00
0.45 0.44 -0.20
0.02 0.17 -0.04
-0.98 0.00 0.18
0.25 -0.35 -0.07
0.05 -0.20 -0.01
-0.28 0.09 0.11
0.31 0.65 -0.12
-0.16 -0.17 0.10
0.08 -0.20 -0.09
0.27 -0.23 0.03
-0.40 0.17 -0.13
-0.11 -0.07 0.17
0.24 0.35 0.09
0.17 0.03 0.37
-0.10 -0.01 0.01
0.30 -0.23 -0.02
-0.05 -0.13 0.05
0.21 -0.07 0.00
0.01 0.02 -0.01
0.21 -0.03 0.05
0.10 -0.13 -0.01
0.44 -0.04 -0.07
-0.06 0.05 0.01
-0.01 0.36 0.00
-0.13 -0.06 -0.03
-0.04 -0.14 0.02
-0.26 0.25 -0.31
-0.39 -0.22 0.02
0.11 -0.09 -0.61
-0.39 -0.04 -0.02
0.11 -0.07 0.58
0.28 0.16 -0.12
0.28 0.02 0.37
0.08 -0.33 -0.04
0.01 0.13 -0.09
0.25 0.08 0.41
0.12 0.05 0.00
-0.18 -0.01 -0.08
0.35 -0.13 0.04
0.22 0.24 -0.37
0.16 -0.28 -0.22
-0.22 0.00 0.05
0.00 -0.49 0.24
0.43 0.37 0.29
-0.54 0.06 -0.54
0.06 -0.18 -0.29
-0.13 0.12 -0.08
-0.25 -0.08 0.47
-0.27 0.20 -0.39
-0.02 0.20 0.08
0.26 -0.09 -0.03
-0.08 -0.08 0.11
0.11 0.07 -0.04
-0.29 -0.14 -0.08
-0.08 0.02 -0.05
-0.31 0.10 0.10
0.04 0.09 0.07
-0.06 -0.01 -0.11
0.13 0.08 0.20
0.01 0.09 0.04
0.02 -0.14 0.32
0.08 0.09 0.11
0.34 -0.19 0.02
-0.07 -0.04 0.25
0.01 0.14 -0.06
-0.10 -0.03 0.01
-0.02 -0.12 -0.04
0.00 -0.01 -0.10
-0.10 -0.04 0.04
0.02 0.08 -0.12
0.04 -0.29 0.41
0.22 -0.03 -0.02
0.03 -0.07 -0.04
0.16 -0.04 -0.28
0.02 -0.04 -0.03
0.08 0.04 -0.18
-0.06 0.05 -0.07
-0.20 0.08 0.22

Largest force on an atom in eV Å⁻¹: 0.99
Total charge: +2
LUMO in eV: -5.48
HOMO in eV: -11.74
Relative energy (zero: lowest compared OMol25 entry of this formula, charge and spin) in eV: 0.000
2S+1: 1
HOMO-LUMO gap in eV: 6.3

=====

A molecular structure, C33H48AgN5SbSi3 at a distorted geometry. Source: OMol25; level of theory: ωB97M-V/def2-TZVPD.

Element x y z (Å)
Ag  0.00000  0.00000  0.00000
C  -3.66420  -2.90427  -1.72835
Sb  -1.62118  -2.36054  -1.25438
C  -1.96508  -0.29200  -0.60598
C  -3.14275  -0.01992  0.26914
C  -2.93181  0.44095  1.57388
C  -4.03227  0.72385  2.38502
C  -5.32473  0.54963  1.88710
C  -5.49694  0.09482  0.57722
N  -4.41266  -0.17581  -0.19780
Si  -1.89967  0.90486  -2.05559
C  -1.98253  2.64891  -1.39206
C  -0.28635  0.68732  -2.97076
C  -3.30962  0.64529  -3.25368
C  -1.13468  -3.66888  0.52886
C  -0.11705  -2.95655  1.43208
C  0.54474  -3.61143  2.49091
C  1.46298  -2.91766  3.28096
C  1.72732  -1.57523  3.02362
C  1.06551  -0.94642  1.97277
N  0.17715  -1.64356  1.21756
Si  -0.29554  -5.16939  -0.33972
C  0.07607  -6.66627  0.72368
C  -1.29657  -5.82857  -1.78636
C  1.33374  -4.58611  -1.05353
Si  -2.65415  -4.23322  1.59731
C  -3.63896  -2.78064  2.20439
C  -2.19612  -5.12128  3.18637
C  -3.82098  -5.43200  0.75686
H  -4.03882  -2.25165  -2.53973
H  -4.32807  -2.78919  -0.85296
H  -3.68968  -3.95055  -2.09057
H  -1.92789  0.57985  1.95623
H  -3.88277  1.07825  3.39671
H  -6.18359  0.76642  2.50869
H  -6.49212  -0.04303  0.17665
H  -1.13510  2.81856  -0.69643
H  -2.93964  2.79542  -0.85060
H  -1.92041  3.36839  -2.23388
H  0.55956  0.85894  -2.27419
H  -0.23462  1.41801  -3.80383
H  -0.22551  -0.34131  -3.38099
H  -4.27968  0.77821  -2.73383
H  -3.24911  -0.37291  -3.68520
H  -3.23155  1.38898  -4.07299
H  0.36644  -4.64535  2.71380
H  1.96979  -3.42313  4.09281
H  2.43742  -1.02904  3.63083
H  1.25597  0.09567  1.75447
H  -0.86649  -7.09212  1.11802
H  0.77142  -6.42722  1.54785
H  0.56120  -7.43359  0.08626
H  -2.27694  -6.21457  -1.45734
H  -0.73232  -6.65706  -2.26113
H  -1.45165  -5.03773  -2.54544
H  1.99496  -4.23703  -0.23437
H  1.15963  -3.75465  -1.76590
H  1.82343  -5.42654  -1.58671
H  -2.97601  -2.10126  2.77686
H  -4.45443  -3.13990  2.86454
H  -4.08961  -2.26023  1.34894
H  -1.62933  -4.44602  3.85705
H  -1.61122  -6.03631  2.98259
H  -3.12902  -5.41148  3.71173
H  -4.24907  -5.02045  -0.16978
H  -4.65425  -5.65962  1.45268
H  -3.28819  -6.37806  0.54165
C  4.24825  -0.27188  0.65733
C  2.89284  -0.54463  0.56856
N  1.93811  0.40708  0.51473
C  2.36699  1.69431  0.53815
C  3.70328  2.07972  0.61892
C  4.65499  1.06068  0.69087
C  4.12435  3.48119  0.71895
C  3.84447  4.50781  -0.10446
C  3.09346  4.52287  -1.37164
C  2.66541  5.72453  -1.90203
C  1.98393  5.65436  -3.09602
N  1.73439  4.50298  -3.74154
C  2.19951  3.39610  -3.14585
N  2.87644  3.34980  -1.99047
H  4.97204  -1.07751  0.70108
H  2.52859  -1.56736  0.54024
H  1.57260  2.43409  0.49304
H  5.71313  1.29606  0.76414
H  4.74033  3.68642  1.59366
H  4.24066  5.48018  0.18330
H  2.84178  6.67435  -1.41628
H  1.60743  6.55005  -3.58131
H  2.01196  2.45047  -3.64248
H  -0.03213  1.42138  -1.00311

Force components x, y, z for each atom (eV/Å):
-1.56 2.34 -3.47
-0.50 -0.60 0.12
-0.34 1.11 -0.35
-1.82 -0.91 -0.89
-0.17 -0.20 -0.13
-0.93 0.32 0.72
0.26 -0.15 -0.64
-0.11 -0.09 -0.21
2.34 0.22 0.60
-0.75 0.02 0.10
0.05 -0.49 0.55
-0.45 0.69 0.21
0.37 -0.43 -1.33
-0.38 0.23 -0.48
-0.36 -0.26 0.69
0.52 0.21 0.10
0.13 0.51 -0.47
0.00 0.49 -0.34
-0.34 -0.60 0.28
-1.86 -3.90 4.64
0.48 -1.26 2.23
0.20 0.53 -0.26
-0.02 -0.34 0.28
-0.32 -0.03 -0.22
0.31 0.14 -0.03
0.29 0.40 0.03
-0.13 0.15 0.10
0.31 -0.22 0.41
-0.11 -0.31 -0.32
0.38 -0.18 0.52
0.23 -0.04 -0.49
-0.05 0.42 0.20
0.00 -0.05 -0.10
-0.01 0.02 0.05
-0.05 0.00 0.02
0.06 -0.10 -0.30
-0.72 0.09 -0.50
0.34 0.11 -0.26
-0.08 -0.20 0.42
-0.38 -0.21 -1.14
0.03 -0.36 0.20
0.05 0.37 -0.06
0.47 -0.19 -0.33
-0.15 0.47 0.13
-0.15 -0.38 0.23
-0.22 -0.24 -0.08
0.00 -0.08 0.02
-0.01 0.07 0.00
-1.12 -0.56 1.70
0.53 0.06 -0.02
-0.38 -0.22 -0.25
-0.25 0.35 0.28
0.33 0.13 -0.28
-0.27 0.38 0.23
0.00 -0.45 0.29
-0.19 -0.12 -0.50
0.23 -0.41 0.37
-0.14 0.45 0.25
-0.49 -0.19 -0.35
0.40 0.20 -0.26
0.09 0.17 0.38
-0.22 -0.47 -0.27
-0.15 0.35 0.32
0.40 0.11 -0.30
0.15 -0.30 0.26
0.43 0.13 -0.29
-0.38 0.32 -0.02
-0.08 0.84 -0.24
1.22 -1.45 -0.96
3.56 3.77 -2.46
0.47 0.40 -0.48
-1.09 0.32 0.12
1.01 -1.12 0.27
-0.31 -0.34 0.08
-0.14 0.32 -0.08
0.82 -1.07 1.16
-0.42 0.38 -0.66
-0.17 -0.21 -0.32
0.16 -0.17 0.18
0.29 0.74 0.66
-0.63 0.04 -0.82
-0.09 0.01 -0.07
0.40 0.19 -0.15
0.12 -0.03 -0.11
-0.10 0.04 -0.09
0.23 0.12 -0.21
-0.10 -0.02 0.01
0.04 -0.05 0.07
0.02 0.02 0.04
0.02 0.04 0.03
0.93 0.17 2.01

Largest force on an atom in eV Å⁻¹: 6.34
Total charge: -1
LUMO (alpha / beta) in eV: 2.37 / 2.53
HOMO (alpha / beta) in eV: -0.87 / -1.21
2S+1: 1
HOMO-LUMO gap (alpha / beta) in eV: 3.2 / 3.7

=====

- Which value of largest force on an atom does entry 2 give?
  6.34 eV Å⁻¹

=====

- What is the largest force on an atom in the first record?
  0.99 eV Å⁻¹

=====

- Among the records above, which one has the lowest largest force on an atom?
  C33H47N6OSbSi3Zn